1.
This record from the Open Molecules 2025 dataset describes the molecule CH3Cl2PS. The level of theory is wB97M-V/def2-TZVPD.

XYZ file:
```
8
Properties=species:S:1:pos:R:3:forces:R:3
C -0.04978 -0.02581 -1.05552 -1.233 0.348 0.352
P 0.06666 0.02139 0.80865 1.228 -1.685 -0.834
S 0.86413 -1.63791 1.35978 0.260 0.312 0.233
Cl 1.02100 1.72468 1.37128 -0.217 -0.039 -0.284
Cl -1.72401 0.20798 1.68011 -0.545 0.501 -0.309
H -0.87519 0.72278 -1.37068 1.537 -1.398 0.008
H 0.94691 0.10446 -1.52292 -0.571 0.619 0.522
H -0.24973 -1.11758 -1.27070 -0.460 1.342 0.311
```
Forces are in eV/Å.

E_LUMO	0.29	eV
highest occupied orbital energy	-9.202	eV
maximum force	0.0437	hartree/bohr
Kohn-Sham gap	9.4962	eV
SMILES	CP(=S)(Cl)Cl
net charge	0

The computed natural (NBO) charges, all in e, follow:
1 C -0.9669
2 P 1.1173
3 S -0.5108
4 Cl -0.2263
5 Cl -0.2132
6 H 0.2524
7 H 0.2709
8 H 0.2767

2.
This record from the Open Molecules 2025 dataset describes the molecule C4H6N4. The level of theory is wB97M-V/def2-TZVPD.

XYZ file:
```
14
Properties=species:S:1:pos:R:3:forces:R:3
C 1.36435 0.14078 -0.18664 -3.330 1.153 1.108
C -1.44196 1.12755 -0.05307 2.646 0.162 0.197
C -1.21951 -0.29180 0.27317 -0.285 -3.403 2.999
C 0.18745 -0.91724 0.13407 -0.899 2.905 -2.094
H 2.26651 -1.31673 0.10396 2.687 3.415 -0.738
H 1.68141 2.31857 -0.08833 -2.881 -1.809 -0.748
H -2.44991 1.56118 0.10037 0.977 0.028 -0.617
H -1.73382 -0.76132 1.29063 0.795 1.365 -2.901
H -1.31301 -2.07875 -0.79102 -1.169 -3.435 0.593
H 0.48289 -1.80118 0.62542 0.641 -0.412 1.446
N 2.57732 -0.18415 -0.08195 -1.562 -4.019 0.524
N 0.87086 1.57287 -0.21984 4.193 -3.133 -0.007
N -0.38908 1.86887 -0.30010 -3.347 1.927 0.808
N -0.88349 -1.23865 -0.80666 1.533 5.256 -0.568
```
Forces are in eV/Å.

E_LUMO	0.69	eV
highest occupied orbital energy	-8.651	eV
maximum force	0.1070	hartree/bohr
Kohn-Sham gap	9.3451	eV
SMILES	[H]/N=C1/NN=C[C@H]2N[C@@H]12
net charge	0

These are the natural (NBO) partial charges, in e, on atoms 1 to 8:
1 C 0.3916
2 C -0.0421
3 C -0.1290
4 C -0.1492
5 H 0.3391
6 H 0.4161
7 H 0.2110
8 H 0.2002

3.
This record from the Open Molecules 2025 dataset describes a cluster of 2 separate species, C3H11NO2 in total. The level of theory is wB97M-V/def2-TZVPD.

XYZ file:
```
17
Properties=species:S:1:pos:R:3:forces:R:3
C 0.07506 1.18729 -0.64134 0.155 -0.475 -0.748
C 0.84098 -0.09701 -1.00069 -0.225 0.049 0.967
C 1.73231 -0.56977 0.15039 -0.477 0.656 0.240
O -0.08052 -1.14176 -1.33640 -0.009 0.184 -0.345
N -0.78503 1.59687 -1.75566 0.005 -0.444 1.681
H 0.85443 1.93035 -0.50485 -0.005 0.333 0.326
H -0.45930 1.04058 0.30335 -0.136 0.064 -0.126
H 1.45383 0.20429 -1.82946 0.305 -0.330 -0.823
H 2.72286 -0.11379 0.08125 0.090 -0.511 -0.074
H 1.70088 -1.64900 0.26903 0.496 -0.075 -0.401
H 1.31686 -0.19740 1.07957 -0.176 0.157 0.356
H 0.00962 -1.37050 -2.26714 0.054 0.018 0.159
H -0.48509 2.44336 -2.19376 -0.044 -0.236 -0.700
H -1.06477 0.77751 -2.27455 -0.039 0.605 -0.513
H -3.36257 -1.25680 4.07219 0.018 0.447 -0.350
H -1.98139 -1.74575 4.13498 0.377 0.228 -0.269
O -2.48816 -1.03846 3.71308 -0.389 -0.671 0.620
```
Forces are in eV/Å.

E_LUMO	0.91	eV
highest occupied orbital energy	-8.754	eV
maximum force	0.0338	hartree/bohr
Kohn-Sham gap	9.6670	eV
SMILES	C[C@@H](O)CN.O
net charge	0

These are the natural (NBO) partial charges, in e, on atoms 1 to 8:
1 C -0.2261
2 C 0.0837
3 C -0.6400
4 O -0.7350
5 N -0.8699
6 H 0.1836
7 H 0.1831
8 H 0.1560

4.
This record from the Open Molecules 2025 dataset describes a cluster of 2 separate species, C5H13P in total. The level of theory is wB97M-V/def2-TZVPD.

XYZ file:
```
19
Properties=species:S:1:pos:R:3:forces:R:3
C 2.36204 2.49771 -1.07813 0.391 0.167 -0.150
C -0.81153 -1.03363 2.16252 0.031 0.005 0.020
C -1.56475 -1.12392 -1.31082 0.115 0.040 -0.065
C 0.30517 -0.18046 1.53321 -0.150 0.349 -0.188
C -0.35361 -0.19454 -1.23487 -0.044 0.389 0.245
P -0.36704 0.96494 0.22894 0.087 -0.456 -0.038
H 1.79499 2.97311 -1.84780 -0.272 0.151 -0.234
H 2.85193 1.56947 -1.27852 0.106 -0.370 -0.051
H -1.77362 -0.83138 1.69226 -0.069 -0.075 0.061
H -0.59922 -2.09316 2.05048 -0.047 -0.136 0.032
H -0.91526 -0.81550 3.22260 -0.039 -0.048 0.079
H -1.54776 -1.86176 -0.51285 -0.053 -0.058 0.068
H -2.48824 -0.55321 -1.23721 -0.112 -0.024 0.017
H -1.56644 -1.65292 -2.26282 -0.058 -0.092 -0.049
H 1.08798 -0.80768 1.10025 -0.006 0.053 0.013
H 0.77223 0.44903 2.29306 0.036 -0.056 -0.026
H -0.34101 0.44777 -2.11985 0.068 -0.052 -0.012
H 0.57077 -0.77790 -1.22582 0.039 0.067 -0.035
H 2.58337 3.02403 -0.17462 -0.024 0.147 0.314
```
Forces are in eV/Å.

E_LUMO (spin up / spin down)	1.18 / -0.86	eV
highest occupied orbital energy (spin up / spin down)	-7.224 / -9.118	eV
maximum force	0.0091	hartree/bohr
Kohn-Sham gap (spin up / spin down)	8.4037 / 8.2595	eV
net charge	0
multiplicity	3

These are the natural (NBO) partial charges, in e, on atoms 1 to 8:
1 C -0.4945
2 C -0.6177
3 C -0.6086
4 C -0.7480
5 C -0.7346
6 P 0.5889
7 H 0.1643
8 H 0.1598

Calculated energy above the lowest of the compared OMol25 structures with the same formula, charge and spin in order - 0.00 119.57 15.61 10.72 kcal per mole